(1)
Formula: C25H23N4ORhS4
Source: the Open Molecules 2025 dataset
Level of theory: wB97M-V/def2-TZVPD

```
58
Properties=species:S:1:pos:R:3:nbo_charge:R:1
Rh -0.57 0.60 0.12 0.668
S 5.12 5.20 1.87 0.944
N 5.00 3.60 2.03 -0.588
C 3.80 3.26 1.61 0.098
C 3.26 1.92 1.58 -0.102
C 3.93 0.78 2.05 -0.108
C 3.30 -0.44 1.99 -0.234
C 2.02 -0.52 1.44 0.093
N 1.40 0.55 0.97 -0.456
C 1.97 1.76 1.06 0.255
C 1.17 2.90 0.62 0.175
N -0.09 2.63 0.20 -0.396
C -0.87 3.64 -0.16 0.088
C -0.44 4.96 -0.14 -0.231
C 0.84 5.25 0.27 -0.108
C 1.67 4.20 0.67 -0.104
C 3.02 4.37 1.16 0.183
N 3.66 5.52 1.26 -0.608
H 4.93 0.89 2.45 0.242
H 3.78 -1.33 2.35 0.239
H 1.48 -1.46 1.35 0.250
H -1.88 3.37 -0.47 0.248
H -1.11 5.75 -0.45 0.239
H 1.22 6.26 0.31 0.243
S -4.51 1.45 2.08 -0.039
C -3.11 1.03 1.35 -0.549
S -2.80 0.86 -0.35 0.006
S -1.58 0.75 2.14 0.124
C -3.49 -2.43 1.43 -0.601
C -2.58 -3.48 0.78 -0.226
C -1.42 -3.85 1.70 -0.601
C -2.15 -3.11 -0.62 -0.049
C -2.71 -3.82 -1.68 -0.190
C -2.35 -3.58 -3.00 -0.248
C -1.37 -2.65 -3.25 -0.196
C -0.77 -1.91 -2.24 -0.101
C 0.43 -1.06 -2.61 -0.242
C 0.18 0.45 -2.61 -0.539
C 1.68 -1.46 -1.82 -0.601
C -1.21 -2.08 -0.91 0.318
O -0.69 -1.39 0.12 -0.762
H -3.90 -2.81 2.36 0.201
H -4.31 -2.16 0.77 0.213
H -2.92 -1.53 1.65 0.215
H -3.18 -4.39 0.66 0.192
H -0.80 -2.98 1.91 0.216
H -0.79 -4.63 1.26 0.201
H -1.80 -4.23 2.65 0.201
H -3.44 -4.58 -1.45 0.203
H -2.81 -4.14 -3.80 0.208
H -1.03 -2.49 -4.27 0.197
H 0.64 -1.30 -3.66 0.209
H -0.37 0.85 -1.74 0.143
H -0.49 0.72 -3.43 0.234
H 1.11 1.02 -2.71 0.210
H 1.49 -1.38 -0.74 0.208
H 2.53 -0.84 -2.08 0.194
H 1.93 -2.50 -2.03 0.219
```

Summary:
Kohn-Sham gap, eV: 6.00
Energy above the lowest of the compared OMol25 structures with the same formula, charge and spin, kJ/mol: 0.0
E_HOMO, eV: -7.43

(2)
Formula: C25H23N6OS2V
Source: the Open Molecules 2025 dataset
Level of theory: wB97M-V/def2-TZVPD

```
58
Properties=species:S:1:pos:R:3:lowdin_spin:R:1
V 0.17 -0.09 0.46 1.045
C -1.73 -1.79 4.16 -0.002
C -1.20 -1.57 2.74 -0.006
N -0.77 -0.41 2.33 -0.016
N -0.88 0.75 3.09 -0.001
C -0.42 1.77 2.44 0.003
O 0.09 1.47 1.17 0.000
C -0.41 3.07 2.99 0.000
C -0.69 3.24 4.36 0.000
C -0.68 4.56 4.83 0.000
C -0.28 5.64 4.04 0.001
C -0.08 5.45 2.65 0.000
C -0.15 4.15 2.16 0.001
C -0.88 -2.63 1.74 0.004
C -1.23 -3.94 1.89 -0.002
C -0.98 -4.74 0.71 0.012
C -0.49 -4.17 -0.45 -0.002
C -0.22 -2.81 -0.46 0.009
N -0.52 -2.07 0.58 -0.005
H -1.75 -0.88 4.75 0.000
H -1.17 -2.51 4.71 0.000
H -2.73 -2.20 4.02 0.000
H -0.89 2.38 4.95 0.000
H -0.93 4.61 5.85 0.000
H -0.14 6.63 4.45 0.000
H 0.25 6.27 1.98 0.000
H -0.03 3.90 1.12 0.000
H -1.82 -4.28 2.72 0.000
H -1.17 -5.83 0.68 0.001
H -0.30 -4.80 -1.30 0.000
H 0.26 -2.37 -1.36 0.000
S 2.45 -0.23 0.29 -0.037
C 2.89 -1.46 -0.94 0.002
N 3.68 -2.48 -0.53 -0.001
C 4.28 -3.39 -1.36 -0.001
C 3.99 -3.27 -2.68 -0.001
C 3.22 -2.22 -3.19 0.000
C 2.64 -1.34 -2.26 -0.002
H 3.96 -2.51 0.42 0.000
H 4.97 -4.15 -0.88 0.000
H 4.44 -3.94 -3.37 0.000
H 3.09 -1.95 -4.23 0.000
H 2.05 -0.49 -2.61 0.000
N -2.28 2.85 -5.34 0.001
C -1.68 1.68 -5.16 0.000
S -0.97 0.61 -6.28 -0.006
C -1.42 1.35 -3.76 -0.001
C -0.49 2.11 -3.02 0.000
C -0.09 1.53 -1.87 0.003
N -0.60 0.40 -1.31 -0.002
C -1.56 -0.27 -1.94 0.004
C -1.90 0.21 -3.17 -0.001
H -2.26 3.40 -6.19 0.000
H -2.66 3.37 -4.57 0.000
H 0.03 2.96 -3.46 0.000
H 0.70 1.93 -1.28 0.001
H -2.16 -1.11 -1.49 0.000
H -2.55 -0.39 -3.83 0.000
```

Summary:
Expectation value of S²: 0.77
Kohn-Sham gap (alpha / beta), eV: 4.79 / 5.37
Energy above the lowest of the compared OMol25 structures with the same formula, charge and spin, kJ/mol: 33.0
E_HOMO (alpha / beta), eV: -15.64 / -15.66
Spin multiplicity: 2
Charge: +3

(3)
Formula: C25H23NO4
Source: the Open Molecules 2025 dataset
Level of theory: wB97M-V/def2-TZVPD

```
53
Properties=species:S:1:pos:R:3:nbo_charge:R:1
C 1.65 -2.81 0.98 -0.640
C 1.33 -2.10 -0.29 0.025
C 0.57 -2.72 -1.28 -0.201
C 0.29 -2.07 -2.46 -0.140
C 0.75 -0.77 -2.69 -0.201
C 0.39 -0.12 -3.96 0.562
O -0.04 -0.73 -4.92 -0.528
C 0.66 1.36 -4.05 -0.004
C 1.57 1.80 -5.00 -0.212
C 1.88 3.14 -5.12 -0.177
C 1.27 4.07 -4.28 -0.214
C 0.35 3.65 -3.35 -0.149
C 0.03 2.29 -3.23 -0.186
C -0.99 1.91 -2.23 0.809
O -1.29 2.60 -1.28 -0.629
O -1.56 0.74 -2.51 -0.491
C -2.58 0.25 -1.64 -0.164
C -2.01 -0.46 -0.40 0.653
O -2.13 -1.65 -0.22 -0.621
N -1.37 0.37 0.45 -0.625
C -0.78 -0.09 1.68 -0.218
C -1.62 0.28 2.90 -0.446
C -0.97 -0.26 4.14 0.079
C -0.19 0.55 4.95 -0.249
C 0.44 0.02 6.07 -0.203
C 0.29 -1.31 6.39 -0.225
C -0.49 -2.13 5.59 -0.191
C -1.11 -1.61 4.47 -0.252
C 1.52 -0.15 -1.71 -0.130
C 1.81 -0.81 -0.53 -0.250
H 1.94 -2.11 1.76 0.218
H 0.79 -3.38 1.32 0.225
H 2.47 -3.51 0.82 0.226
H 0.19 -3.71 -1.10 0.217
H -0.31 -2.54 -3.22 0.234
H 2.05 1.07 -5.65 0.229
H 2.59 3.47 -5.86 0.220
H 1.51 5.12 -4.37 0.220
H -0.15 4.35 -2.69 0.235
H -3.22 1.08 -1.32 0.211
H -3.14 -0.47 -2.23 0.227
H -1.36 1.36 0.24 0.428
H 0.22 0.34 1.77 0.196
H -0.70 -1.18 1.60 0.229
H -2.62 -0.14 2.78 0.218
H -1.71 1.37 2.97 0.206
H -0.07 1.59 4.71 0.208
H 1.04 0.66 6.70 0.212
H 0.78 -1.72 7.26 0.213
H -0.61 -3.17 5.83 0.212
H -1.72 -2.24 3.84 0.214
H 1.91 0.85 -1.87 0.211
H 2.42 -0.32 0.22 0.211
```

Summary:
Kohn-Sham gap, eV: 9.07
Energy above the lowest of the compared OMol25 structures with the same formula, charge and spin, kJ/mol: 0.0
E_HOMO, eV: -9.06
SMILES: Cc1ccc(C(=O)c2ccccc2C(=O)OCC(=O)NCCc2ccccc2)cc1

(4)
Formula: C25H23O12P
Source: the Open Molecules 2025 dataset
Level of theory: wB97M-V/def2-TZVPD

```
61
Properties=species:S:1:pos:R:3:nbo_charge:R:1
C -3.76 2.43 -2.72 -0.342
C -3.97 1.63 -1.64 -0.207
C -2.80 1.08 -0.90 -0.005
C -1.69 1.89 -0.63 -0.162
C -0.60 1.36 0.01 -0.100
C -0.60 0.01 0.39 -0.073
C -1.70 -0.80 0.15 -0.134
C -2.82 -0.26 -0.50 -0.418
P -4.18 -1.41 -0.74 1.524
O -4.78 -1.87 0.54 -1.096
C 0.64 -0.52 1.03 0.534
O 0.63 -1.33 1.93 -0.537
C 1.89 0.05 0.45 -0.057
C 3.03 -0.73 0.24 -0.183
C 4.16 -0.15 -0.33 -0.187
C 4.16 1.20 -0.65 -0.184
C 3.03 1.99 -0.44 -0.164
C 1.90 1.40 0.09 -0.153
C 0.63 2.16 0.31 0.553
O 0.59 3.30 0.72 -0.497
H -3.14 3.32 -2.60 0.198
H -4.14 2.20 -3.70 0.218
H -4.97 1.38 -1.29 0.223
H -1.67 2.94 -0.92 0.232
H -1.65 -1.83 0.48 0.242
H -5.15 -0.84 -1.58 -0.070
H -3.70 -2.55 -1.41 -0.083
H 2.99 -1.78 0.50 0.228
H 5.02 -0.77 -0.51 0.250
H 5.05 1.65 -1.06 0.216
H 3.04 3.04 -0.69 0.229
O 3.13 -2.57 7.72 -0.575
C 2.55 -2.13 6.78 0.966
O 2.24 -0.82 6.62 -0.494
C 1.76 -0.63 5.28 -0.098
C 1.28 -2.02 4.92 -0.108
O 2.12 -2.85 5.72 -0.491
H 0.98 0.12 5.26 0.202
H 2.59 -0.30 4.65 0.183
H 0.24 -2.18 5.20 0.182
H 1.40 -2.25 3.87 0.230
O -8.91 -0.42 -4.10 -0.569
C -8.90 -1.10 -3.13 0.965
O -9.49 -2.32 -3.03 -0.489
C -9.06 -2.93 -1.80 -0.099
C -8.68 -1.73 -0.97 -0.108
O -8.28 -0.77 -1.96 -0.497
H -9.86 -3.51 -1.37 0.206
H -8.21 -3.58 -2.01 0.185
H -9.52 -1.32 -0.41 0.186
H -7.85 -1.93 -0.29 0.221
O 6.66 -0.23 -2.07 -0.583
C 7.48 0.63 -2.10 0.970
O 8.10 1.15 -1.02 -0.488
C 9.17 1.98 -1.47 -0.101
C 8.72 2.35 -2.87 -0.100
O 7.92 1.22 -3.23 -0.484
H 9.28 2.84 -0.81 0.208
H 10.09 1.40 -1.46 0.189
H 8.09 3.24 -2.88 0.186
H 9.54 2.48 -3.56 0.208
```

Summary:
Kohn-Sham gap, eV: 7.71
E_HOMO, eV: -8.80
SMILES: C=Cc1cc2c(cc1[PH2]=O)C(=O)c1ccccc1C2=O.O=C1OCCO1.O=C1OCCO1.O=C1OCCO1